# 1
Formula: C7H8N2S
Source: the OMol25 dataset
Level of theory: ωB97M-V/def2-TZVPD

Each line ends with the Löwdin charge.
Atoms and positions in Å:
C 1.79 -0.55 -0.27  -0.43
C 1.79 0.85 -0.15  -0.44
C -2.01 -0.69 -0.41  -0.17
C -0.68 -1.01 -0.49  0.00
C 0.65 -1.42 -0.47  -0.02
C 0.62 1.80 -0.24  -0.01
C -2.73 -0.54 0.90  -0.11
N 2.92 -1.11 -0.05  -0.24
N 2.98 1.30 -0.03  -0.23
S 4.07 0.04 0.14  0.97
H -2.57 -0.42 -1.36  0.12
H 0.64 -2.46 -0.48  0.09
H 0.96 2.81 -0.28  0.07
H 0.11 1.52 -1.19  0.09
H -0.01 1.31 0.57  0.10
H -3.63 -0.99 1.03  0.01
H -2.93 0.57 1.17  0.11
H -1.98 -1.00 1.60  0.09

Computed properties:
* relative energy (zero: lowest compared OMol25 entry of this formula, charge and spin): 2.831 eV
* Kohn-Sham gap: 9.1628 eV
* total charge: 0
* HOMO energy: -0.325 Ha

=====

# 2
Formula: C7H8N2S
Source: the OMol25 dataset
Level of theory: ωB97M-V/def2-TZVPD

Each line ends with the Löwdin charge.
Atoms and positions in Å:
C -1.12 -2.36 -0.08  -0.28
C -2.98 -0.64 -0.37  -0.42
C -1.81 -1.20 -0.23  -0.15
C -0.54 0.65 0.21  -0.11
C 1.52 0.94 -1.15  -0.06
C 1.57 -0.06 1.24  -0.08
C 0.91 0.91 0.29  -0.41
N -0.48 -3.33 0.07  0.13
N -1.54 1.35 0.36  -0.33
S -3.11 1.04 0.08  0.94
H -3.90 -1.02 -0.87  0.10
H 1.49 -0.02 -1.63  0.07
H 2.63 1.24 -1.18  0.11
H 0.97 1.74 -1.69  0.09
H 1.37 -0.11 2.34  0.10
H 2.68 -0.05 1.03  0.10
H 1.30 -1.04 0.90  0.05
H 1.06 1.96 0.69  0.16

Computed properties:
* relative energy (zero: lowest compared OMol25 entry of this formula, charge and spin): 4.160 eV
* Kohn-Sham gap: 8.5619 eV
* total charge: 0
* HOMO energy: -0.325 Ha

=====

# 3
Formula: C7H8N3O
Source: the OMol25 dataset
Level of theory: ωB97M-V/def2-TZVPD

Each line ends with the Löwdin charge.
Atoms and positions in Å:
C 3.41 -0.13 -0.14  -0.08
C 1.72 -1.65 0.17  -0.03
C 2.55 0.91 -0.25  -0.03
C -1.54 -0.01 0.27  -0.01
C 0.78 -0.59 0.03  -0.16
C 0.38 1.85 -0.30  -0.05
C -2.85 0.00 -0.34  -0.08
N 3.00 -1.39 0.06  0.11
N -0.57 -0.88 -0.01  0.04
N 1.22 0.74 0.00  0.04
O 0.67 3.00 0.11  0.15
H 4.48 -0.12 -0.36  0.14
H 1.26 -2.67 0.31  0.16
H 3.08 1.86 -0.44  0.16
H -3.03 -0.78 -1.03  0.07
H -3.70 0.12 0.40  0.13
H -3.12 0.91 -0.82  0.08
H -0.57 -1.84 -0.49  0.20
H 1.57 3.18 0.49  0.16

Computed properties:
* relative energy (zero: lowest compared OMol25 entry of this formula, charge and spin): 6.770 eV
* Kohn-Sham gap (spin up / spin down): 6.6064 / 6.6053 eV
* total charge: +1
* HOMO energy (spin up / spin down): -0.446 / -0.446 Ha